Molecular formula: C30H78O6
Method: DFT, ωB97M-V with the def2-TZVPD basis set

Last column: Mulliken charge in e.
Cartesian coordinates (Å):
C: -23.56721 -140.63758 -54.57868  -0.99
C: -23.20159 -139.28416 -54.02043  0.81
C: -22.72738 -139.32343 -52.59182  -1.05
C: -22.53989 -137.88198 -51.90531  -0.14
C: -21.57193 -137.88615 -50.72122  -0.78
C: -21.46056 -136.58367 -49.92249  -1.63
H: -22.57876 -141.17364 -54.66103  0.26
H: -24.03224 -140.40497 -55.44151  -0.25
H: -24.28475 -141.00625 -53.86320  0.28
H: -23.91492 -138.33269 -54.25542  -0.08
H: -22.32242 -138.98554 -54.49512  0.21
H: -21.81950 -139.88745 -52.35666  0.50
H: -23.53106 -139.89852 -51.95151  0.23
H: -23.35580 -137.39954 -51.74713  0.56
H: -22.12163 -137.09446 -52.62225  -0.06
H: -20.56149 -138.12040 -51.14180  0.31
H: -21.80565 -138.61825 -50.07168  0.54
H: -20.86427 -136.71175 -49.16955  0.59
H: -22.38107 -136.03077 -49.65141  0.30
H: -20.94906 -135.92704 -50.57042  0.34
C: -25.30388 -127.89713 -48.57730  -1.21
C: -24.54127 -129.19839 -48.21103  -0.90
C: -23.61700 -129.60532 -49.36925  -0.26
C: -22.61957 -130.61670 -48.93281  -0.90
C: -21.83805 -131.29962 -50.06237  0.66
C: -20.78068 -132.36382 -49.65255  -1.68
H: -26.09867 -128.03111 -49.50673  0.22
H: -24.64594 -127.17469 -48.86993  0.40
H: -25.93381 -127.43313 -47.75583  0.34
H: -25.36408 -129.84246 -48.30083  0.26
H: -24.04657 -129.13235 -47.44356  0.80
H: -23.31398 -128.73005 -49.85242  0.48
H: -24.32776 -130.22514 -50.20894  -0.10
H: -23.17698 -131.44799 -48.61357  0.32
H: -22.14288 -130.21535 -48.07268  0.57
H: -21.29417 -130.57421 -50.80584  0.35
H: -22.63893 -131.85619 -50.69449  -0.71
H: -21.24336 -133.20944 -49.52062  0.40
H: -20.25312 -132.27017 -48.78905  0.54
H: -19.97861 -132.55754 -50.37838  0.36
C: -23.91915 -137.56387 -60.30012  -1.05
C: -23.13912 -138.76503 -60.18569  -0.55
C: -22.54413 -138.93501 -58.77098  0.93
C: -21.20440 -139.76714 -58.73143  -0.77
C: -20.51142 -140.03094 -57.44861  0.55
C: -19.32048 -141.07974 -57.54743  -1.56
H: -23.44754 -136.54122 -59.97943  0.17
H: -24.77693 -137.56704 -59.70427  0.15
H: -23.85312 -137.32858 -61.35220  0.42
H: -22.41052 -138.67087 -60.97585  0.39
H: -23.53643 -139.76091 -60.30429  0.20
H: -23.19920 -139.37817 -58.07278  -0.20
H: -22.29152 -137.93693 -58.34723  -0.18
H: -20.33605 -139.24263 -59.35794  0.25
H: -21.42813 -140.76707 -59.15597  0.19
H: -21.17485 -140.53871 -56.81600  -0.18
H: -20.10215 -139.04802 -57.16371  0.11
H: -18.61790 -140.38787 -58.17876  0.29
H: -19.42359 -142.06483 -57.84175  0.41
H: -18.82061 -141.22171 -56.58768  0.41
C: -26.78992 -142.67396 -53.04012  -1.34
C: -25.76075 -143.49210 -53.89573  -0.34
O: -25.95366 -143.10454 -55.28024  -0.48
H: -26.59445 -141.55570 -53.14178  0.10
H: -26.82993 -142.82294 -52.03615  0.48
H: -27.67528 -142.93285 -53.31576  0.54
H: -26.01055 -144.47047 -53.59760  0.40
H: -24.79017 -143.34334 -53.57942  0.38
H: -25.21993 -143.45679 -55.81919  0.29
C: -26.85609 -139.76521 -57.78329  -1.71
C: -26.72133 -139.45674 -56.31140  0.86
O: -27.44394 -140.46679 -55.60215  -0.49
H: -26.21197 -140.49563 -58.15466  0.29
H: -26.40649 -139.06792 -58.48451  0.41
H: -27.76066 -139.94750 -58.03331  0.65
H: -27.13393 -138.44325 -56.06478  0.31
H: -25.66315 -139.17676 -56.05753  -0.61
H: -26.93961 -141.29275 -55.77675  0.33
C: -27.08538 -137.75572 -52.70136  -1.15
C: -26.82793 -136.29254 -52.53015  -0.61
O: -26.14730 -135.74087 -53.62471  -0.57
H: -26.01441 -138.20244 -52.58315  0.01
H: -27.61094 -138.02112 -53.45209  0.51
H: -27.69678 -138.11742 -51.86183  0.42
H: -26.29859 -135.94860 -51.59653  0.29
H: -27.58388 -135.77080 -52.58702  0.81
H: -25.69677 -135.03425 -53.13105  0.20
C: -23.70959 -134.43181 -52.37746  -1.24
C: -24.35151 -133.14995 -52.12732  -0.21
O: -25.66486 -133.19260 -52.62515  -0.52
H: -24.16519 -135.08326 -51.80214  0.50
H: -22.69932 -134.47150 -52.01807  0.53
H: -23.49915 -134.84862 -53.46729  0.04
H: -23.84836 -132.25166 -52.56572  0.49
H: -24.37540 -132.81166 -51.09728  0.21
H: -25.89176 -132.32975 -52.58749  0.32
C: -21.03798 -136.15190 -56.20284  -1.19
C: -22.61177 -136.02465 -56.20767  0.56
O: -23.23569 -135.72181 -57.46081  -0.54
H: -20.50893 -135.15507 -56.06561  0.34
H: -20.84853 -136.81713 -56.97787  0.28
H: -20.51242 -136.61390 -55.32743  0.27
H: -22.91384 -135.08367 -55.60591  0.16
H: -22.99902 -136.95146 -55.97130  -0.15
H: -24.20358 -135.62585 -57.40787  0.31
C: -23.58652 -142.73718 -58.54705  -1.71
C: -23.00622 -143.94106 -57.86871  -0.30
O: -23.67858 -144.28156 -56.81669  -0.49
H: -23.66822 -141.84840 -58.03681  0.25
H: -24.50628 -142.82917 -58.89282  0.68
H: -23.39947 -142.20716 -59.43146  0.74
H: -22.12345 -143.67439 -57.46080  0.31
H: -22.99506 -144.87334 -58.47629  0.23
H: -23.16689 -144.98422 -56.32654  0.28

Calculated values
HOMO level	-9.407	eV
orbital gap	9.86	eV
SMILES string	CCCCCC.CCCCCC.CCCCCC.CCO.CCO.CCO.CCO.CCO.CCO


Molecular formula: C31H41NOP2SiSn
Method: DFT, ωB97M-V with the def2-TZVPD basis set

Last column: Mulliken charge in e.
Cartesian coordinates (Å):
Sn: 0.36092 0.25178 -0.10501  0.06
Si: 2.81209 0.62621 -0.88968  1.30
P: -0.05418 0.56258 -2.56332  0.77
N: -0.51954 -1.43949 -0.00830  -0.19
H: 1.51857 1.03810 0.86100  0.02
C: -1.83177 0.60352 -2.70617  -1.25
H: -2.08168 0.56786 -3.78657  0.51
H: -2.23930 1.53730 -2.27818  0.27
H: -2.27084 -0.25342 -2.15518  0.27
C: 0.47364 2.00275 -3.55164  -1.21
H: 0.08931 1.82771 -4.56055  0.44
H: 1.56208 2.05645 -3.54667  0.34
H: 0.04021 2.91212 -3.13476  0.31
C: 0.39945 -0.87158 -3.63469  -1.24
H: -0.02220 -0.63120 -4.60236  0.54
H: -0.05855 -1.75011 -3.20264  0.30
H: 1.47712 -0.94822 -3.67108  0.32
C: 3.49915 2.37000 -0.61584  -1.15
H: 2.97706 2.85466 0.19880  0.24
H: 3.38897 2.90857 -1.54575  0.31
H: 4.55529 2.23245 -0.41138  0.38
H: 3.72864 -0.31924 -0.17335  -0.38
H: 2.90593 0.33504 -2.31956  -0.38
C: -0.33803 -2.69685 -0.29056  0.25
C: -1.29477 -4.91822 -0.24769  -0.55
C: -1.45796 -3.54617 -0.11458  -0.36
C: 0.89468 -3.22934 -0.73652  0.28
C: 1.08617 -4.59223 -0.87738  -0.91
C: -0.02188 -5.44133 -0.62816  -0.37
H: -2.16996 -5.62770 -0.06509  0.26
H: -2.38873 -3.08622 0.13666  0.46
H: 1.69532 -2.50296 -0.96188  0.36
H: 2.10914 -4.97697 -1.18461  0.30
H: 0.03573 -6.57966 -0.71162  0.23
C: -1.67351 2.72346 0.34029  0.99
O: -2.01828 1.67682 -0.26910  -0.53
C: -1.72977 3.01202 1.87116  -0.93
H: -0.92139 3.69075 2.30248  0.31
H: -1.70578 2.21580 2.66123  0.03
H: -2.70762 3.62702 1.97610  0.40
C: -0.83273 3.76495 -0.39353  -0.93
H: -1.43926 4.14038 -1.24128  0.37
H: 0.17178 3.53971 -0.82283  0.05
H: -0.65684 4.53607 0.37110  0.46
C: 0.76796 3.51960 5.09307  -0.52
C: 1.79667 3.26283 4.17980  -0.80
C: 1.85139 2.03256 3.52308  -0.61
C: 0.84814 1.08300 3.75920  0.53
C: -0.18320 1.33417 4.68262  -0.27
C: -0.21082 2.56007 5.35744  -0.51
P: 0.90341 -0.45047 2.77105  0.63
C: 2.35867 -1.27873 3.35294  -0.13
C: 3.11367 -2.08060 2.46900  -0.24
C: 4.23942 -2.75045 2.97547  -0.70
C: 4.56737 -2.58714 4.33703  -0.46
C: 3.81111 -1.77742 5.20583  -0.69
C: 2.70544 -1.11017 4.70736  -0.34
C: -0.57234 -1.47348 3.14692  0.38
C: -0.38866 -2.76824 3.64444  -0.72
C: -1.47310 -3.61457 3.85021  -0.65
C: -2.76429 -3.16949 3.56250  -0.56
C: -2.96131 -1.89838 3.03311  -0.84
C: -1.86018 -1.06189 2.78439  0.38
H: 0.71086 4.49719 5.58467  0.35
H: 2.54916 4.01766 3.98618  0.44
H: 2.63721 1.80122 2.79721  0.47
H: -0.94245 0.56739 4.86128  0.43
H: -1.01591 2.75641 6.06979  0.40
H: 2.81610 -2.17747 1.42060  0.33
H: 4.83904 -3.41818 2.33150  0.40
H: 5.43552 -3.12259 4.73097  0.35
H: 4.07704 -1.68509 6.26682  0.39
H: 2.11329 -0.47445 5.35210  0.43
H: 0.64418 -3.09209 3.86415  0.29
H: -1.29994 -4.61343 4.24878  0.41
H: -3.63156 -3.82692 3.77455  0.32
H: -3.96428 -1.53561 2.82076  0.41
H: -2.00040 -0.09855 2.27308  0.00

Calculated values
HOMO level (spin up / spin down)	-5.613 / -5.613	eV
orbital gap (spin up / spin down)	5.28 / 5.28	eV


Molecular formula: C5H9NO
Method: DFT, ωB97M-V with the def2-TZVPD basis set

Last column: Mulliken charge in e.
Cartesian coordinates (Å):
C: -0.35951 0.95696 1.53321  -1.38
C: 0.16126 -0.23734 0.75041  0.81
N: -0.40281 -1.53650 0.87547  -0.85
C: -0.47490 -1.63416 -0.50890  0.38
O: -0.97009 -2.40415 -1.28711  -0.59
C: 0.35306 -0.33561 -0.75022  0.30
C: -0.07480 0.75026 -1.71124  -1.47
H: -1.26614 1.37938 1.05570  0.29
H: 0.37892 1.76081 1.58729  0.33
H: -0.66748 0.66003 2.53884  0.40
H: 1.51992 -0.43918 1.32350  0.07
H: 1.02453 -1.31282 1.44228  0.32
H: 1.37473 -0.66471 -0.96244  0.35
H: -1.12100 1.02948 -1.55721  0.32
H: 0.03140 0.40607 -2.74750  0.37
H: 0.55785 1.63128 -1.57453  0.36

Calculated values
HOMO level	-9.044	eV
orbital gap	8.72	eV


Molecular formula: C11H9F6IN4O4PdS3
Method: DFT, ωB97M-V with the def2-TZVPD basis set

Last column: Mulliken charge in e.
Cartesian coordinates (Å):
Pd: -0.08111 -0.39485 0.06918  0.23
C: -3.82238 -3.20757 0.53981  -0.80
N: -3.83492 -1.79934 0.17261  0.15
C: -4.65818 -1.22909 -0.77191  -0.55
C: -4.29663 0.05888 -0.89482  -0.37
N: -3.24324 0.27889 -0.01669  0.47
C: -2.95021 -0.89176 0.62483  -0.11
S: -1.70516 -1.27269 1.72270  -0.23
C: -2.64019 1.55322 0.19967  1.24
C: -3.28962 2.70032 -0.23974  -0.68
C: -2.68682 3.91572 0.02236  -0.62
C: -1.49826 3.95308 0.73178  -0.73
C: -0.93958 2.75503 1.12506  -0.72
N: -1.48794 1.56944 0.84625  0.19
H: -4.75302 -3.64930 0.19408  0.32
H: -3.74771 -3.30128 1.61932  0.33
H: -2.96455 -3.69103 0.07412  0.29
H: -5.41703 -1.79578 -1.27945  0.46
H: -4.67452 0.82210 -1.54572  0.37
H: -4.23926 2.67059 -0.74951  0.30
H: -3.15938 4.82846 -0.31499  0.41
H: -1.00863 4.88622 0.96780  0.46
H: -0.01149 2.72705 1.67806  0.56
F: 4.75815 0.54745 1.84070  -0.21
C: 3.95202 0.50489 0.78826  0.63
F: 3.73668 -0.75941 0.46936  -0.22
F: 4.54265 1.12311 -0.22506  -0.21
S: 2.35197 1.37205 1.23000  1.13
O: 1.43424 0.27070 1.55038  -0.72
O: 2.67514 2.26010 2.29507  -0.64
N: 1.88358 2.21312 -0.00833  -0.35
S: 1.44854 1.61462 -1.39631  1.18
O: 1.90887 0.26146 -1.58697  -0.59
O: 0.06836 1.87729 -1.68086  -0.55
C: 2.38214 2.66657 -2.59027  0.50
F: 3.66605 2.74091 -2.27325  -0.18
F: 2.26053 2.12365 -3.79833  -0.21
F: 1.86887 3.89334 -2.61300  -0.21
I: -0.58979 -2.33757 -1.60670  -0.31

Calculated values
HOMO level (spin up / spin down)	-8.266 / -8.655	eV
orbital gap (spin up / spin down)	8.10 / 6.43	eV
spin multiplicity	3


E_tot, respectively: -1640.66055 -2522.10005 -325.73713 -3163.88861 a.u..
Energy above the lowest of the compared OMol25 structures with the same formula, charge and spin, respectively: 97.83 142.02 526.21 66.97 kJ/mol.